Entry 1:
C12H36NO15 | wB97M-V/def2-TZVPD

Geometry (Å):
N 0.931 0.413 -0.707
O 0.970 1.497 -0.169
O 1.003 -0.665 -0.188
O 0.606 0.440 -1.895
C -0.394 -1.408 -3.528
C -0.333 -2.195 -2.182
O 0.991 -2.419 -1.682
O 0.587 -2.015 -4.423
H -0.320 -0.358 -3.245
H -1.428 -1.611 -3.806
H -0.842 -3.154 -2.278
H -0.926 -1.667 -1.435
H 1.437 -1.612 -1.416
H 1.346 -1.957 -3.839
C 2.035 -3.555 1.857
C 1.823 -2.627 0.630
O 2.212 -1.348 0.961
O 1.765 -2.976 3.128
H 3.122 -3.630 1.856
H 1.584 -4.543 1.767
H 0.763 -2.447 0.452
H 2.417 -2.932 -0.231
H 1.846 -0.786 0.275
H 0.820 -2.821 3.195
C -0.949 1.915 -3.645
C 0.351 2.691 -3.353
O 1.443 1.778 -3.342
O -1.432 1.123 -2.480
H -0.801 1.159 -4.416
H -1.814 2.513 -3.933
H 0.261 3.381 -2.513
H 0.489 3.383 -4.184
H 1.207 1.130 -2.675
H -0.785 0.435 -2.312
C 1.697 1.461 2.735
C 0.999 0.086 2.549
O -0.435 0.318 2.862
O 1.395 2.412 1.784
H 2.763 1.234 2.750
H 1.410 1.909 3.686
H 1.547 -0.541 3.253
H 1.227 -0.424 1.612
H -0.700 0.985 2.225
H 1.653 2.163 0.893
C -1.667 -1.687 2.107
C -0.775 -1.177 0.913
O -1.425 -1.221 -0.320
O -2.142 -3.045 2.018
H -2.483 -0.965 2.126
H -1.268 -1.484 3.101
H 0.070 -1.832 0.703
H -0.433 -0.155 1.080
H -0.979 -0.593 -0.892
H -3.060 -3.020 2.296
C -1.854 2.712 0.550
C -2.329 3.294 2.002
O -1.742 4.636 2.154
O -0.488 2.405 0.603
H -2.051 3.220 -0.394
H -2.460 1.807 0.534
H -1.993 2.692 2.845
H -3.413 3.380 2.087
H -0.807 4.466 2.020
H -0.243 1.829 -0.126

Output
- max |F| (eV Å⁻¹) = 14.1
- E_LUMO (Ha) = 0.07534
- gap between HOMO and LUMO (eV) = 7.7
- total charge = -1
- energy relative to the best compared isomer or geometry (same formula, charge and spin) (eV) = 21.218



Entry 2:
C8H11NO | wB97M-V/def2-TZVPD

Geometry (Å):
C 1.234 0.523 -0.776
C 2.357 1.379 -0.279
C 3.318 0.680 0.300
C 3.217 -0.644 0.375
C 2.296 -1.457 -0.290
C 1.352 -0.847 -1.028
C -2.620 -0.143 -0.157
C -4.168 0.065 0.067
H 0.403 1.355 -1.154
H 2.465 2.378 -0.478
H 4.152 1.184 0.823
H 4.076 -1.066 1.101
H 2.200 -2.612 -0.243
H 0.424 -1.225 -1.360
H -0.897 -0.161 0.761
H -2.080 0.192 1.905
H -4.318 1.100 -0.167
H -4.322 0.271 1.178
H -5.008 -0.725 -0.234
N -1.941 -0.282 0.981
O -2.140 0.034 -1.324

Output
- max |F| (eV Å⁻¹) = 6.6
- E_LUMO (Ha) = 0.02564
- gap between HOMO and LUMO (eV) = 9.6
- total charge = 0
- structure (SMILES) = c1ccccc1.CC(N)=O
- energy relative to the best compared isomer or geometry (same formula, charge and spin) (eV) = 3.286



Entry 3:
C22H29BClMoN11O4S3 | wB97M-V/def2-TZVPD

Geometry (Å):
Mo -0.252 -0.107 0.915
B -2.235 -1.500 3.409
N -2.813 -0.286 2.621
C -4.034 0.226 2.765
C -4.102 1.447 2.107
C -2.843 1.622 1.565
N -2.060 0.574 1.884
N -1.466 -2.464 2.465
C -1.485 -3.796 2.511
C -0.441 -4.298 1.745
C 0.197 -3.176 1.253
N -0.420 -2.065 1.694
H -3.141 -2.089 3.912
H -1.460 -1.093 4.261
H -4.771 -0.296 3.351
H -4.940 2.118 2.050
H -2.464 2.436 0.971
H -2.228 -4.305 3.102
H -0.184 -5.329 1.582
H 1.058 -3.093 0.609
C 1.142 1.471 5.933
C 1.971 0.990 4.806
N 3.258 0.863 4.783
N 3.556 0.401 3.530
C 2.480 0.240 2.778
S 2.247 -0.287 1.177
N 1.464 0.595 3.576
N 0.158 0.602 3.085
H 1.793 1.681 6.778
H 0.410 0.718 6.228
H 0.615 2.387 5.660
H 4.518 0.232 3.275
H -0.186 1.564 3.085
H -0.438 0.007 3.679
O -0.593 4.145 0.207
Cl 0.387 3.185 0.546
O 0.576 3.063 1.958
O 1.610 3.348 -0.142
O -0.204 1.841 0.069
N -3.779 -0.465 -2.410
C -2.804 -0.007 -1.629
N -2.378 1.234 -1.788
S -2.182 -1.101 -0.452
H -4.233 0.119 -3.095
H -4.135 -1.396 -2.273
H -2.724 1.812 -2.539
H -1.609 1.595 -1.237
N 0.610 -0.649 -0.945
S 1.584 0.311 -1.841
C 0.595 0.962 -3.167
C 0.457 2.342 -3.228
C -0.347 2.887 -4.223
C -0.993 2.054 -5.125
C -0.839 0.671 -5.052
C -0.035 0.115 -4.072
C 2.649 -0.814 -2.725
C 2.728 -2.152 -2.384
C 3.610 -2.966 -3.085
C 4.397 -2.435 -4.094
C 4.315 -1.084 -4.413
C 3.439 -0.261 -3.727
H 0.095 -1.314 -1.513
H 0.973 2.978 -2.520
H -0.452 3.961 -4.300
H -1.605 2.483 -5.908
H -1.326 0.031 -5.776
H 0.119 -0.957 -4.030
H 2.123 -2.560 -1.586
H 3.680 -4.016 -2.837
H 5.083 -3.074 -4.634
H 4.936 -0.671 -5.196
H 3.370 0.792 -3.975

Output
- max |F| (eV Å⁻¹) = 0.1
- E_LUMO (alpha / beta) (Ha) = -0.22226 / -0.23871
- gap between HOMO and LUMO (alpha / beta) (eV) = 8.2 / 7.9
- total charge = +2
- energy relative to the best compared isomer or geometry (same formula, charge and spin) (eV) = 0.000
- multiplicity = 3